# 1
Formula: C2H2F2O3
Source: the Open Molecules 2025 dataset
Level of theory: wB97M-V/def2-TZVPD

Element x y z (Å)
F  -3.024  0.528  0.725
O  1.024  0.934  -0.299
C  0.909  -0.214  0.293
F  1.221  -0.114  1.618
H  1.260  1.657  0.303
C  -1.854  -0.111  0.583
O  0.631  -1.259  -0.176
O  -2.098  -1.176  -0.123
H  -1.277  -1.672  -0.293

Summary:
Orbital gap (eV): 10.7
Energy above the lowest of the compared OMol25 structures with the same formula, charge and spin (kcal per mole): 41.81
Spin multiplicity: 1
Charge: 0

***

# 2
Formula: C2H2F2OS
Source: the Open Molecules 2025 dataset
Level of theory: wB97M-V/def2-TZVPD

Element x y z (Å)
S  0.454  1.100  1.338
H  -0.075  -0.754  -1.852
H  0.512  0.291  2.407
F  0.528  -1.381  0.566
C  0.202  -0.161  0.210
O  0.087  1.264  -1.659
F  -1.781  -0.506  0.224
C  0.072  0.146  -1.235

Summary:
Orbital gap (spin up / spin down) (eV): 9.4 / 9.4
Energy above the lowest of the compared OMol25 structures with the same formula, charge and spin (kcal per mole): 51.06
Spin multiplicity: 1
Charge: 0

***

# 3
Formula: C2H2F2OS
Source: the Open Molecules 2025 dataset
Level of theory: wB97M-V/def2-TZVPD

Element x y z (Å)
F  0.184  0.208  1.800
C  0.148  0.694  0.585
O  0.972  0.231  -1.560
F  -0.516  1.863  0.414
H  -2.187  -0.944  -0.942
S  -1.272  -1.664  -0.178
C  0.988  0.128  -0.378
H  1.684  -0.516  0.259

Summary:
Orbital gap (spin up / spin down) (eV): 6.5 / 6.5
Energy above the lowest of the compared OMol25 structures with the same formula, charge and spin (kcal per mole): 83.77
Spin multiplicity: 1
Charge: 0

***

# 4
Formula: C2H2F2P
Source: the Open Molecules 2025 dataset
Level of theory: wB97M-V/def2-TZVPD

Element x y z (Å)
H  -1.188  -0.475  1.151
C  -0.477  -0.297  0.399
C  0.222  0.375  -0.381
P  0.633  2.436  -0.035
F  -0.872  2.552  -0.384
H  0.629  0.389  -1.411
F  1.109  2.845  -1.481

Summary:
Orbital gap (eV): 9.5
Energy above the lowest of the compared OMol25 structures with the same formula, charge and spin (kcal per mole): 19.25
Spin multiplicity: 1
Charge: +1

***

# 5
Formula: C2H2F3I
Source: the Open Molecules 2025 dataset
Level of theory: wB97M-V/def2-TZVPD

Element x y z (Å)
I  -0.891  -2.336  1.299
C  1.039  -1.923  0.635
F  -1.033  1.182  0.694
F  -0.089  0.241  -0.954
H  0.767  1.933  0.159
C  -0.208  1.420  -0.296
F  1.143  -2.620  -0.542
H  -0.727  2.103  -0.994

Summary:
Orbital gap (eV): 8.8
Energy above the lowest of the compared OMol25 structures with the same formula, charge and spin (kcal per mole): 79.11
Spin multiplicity: 1
Charge: 0

***

# 6
Formula: C2H2F3NO
Source: the Open Molecules 2025 dataset
Level of theory: wB97M-V/def2-TZVPD

Element x y z (Å)
H  1.729  0.483  0.236
N  1.052  0.963  -0.280
F  -4.239  0.535  0.915
F  -2.662  -0.886  0.490
C  -3.506  0.014  0.021
C  -0.186  0.727  -0.267
O  -1.239  1.313  -0.527
F  -4.069  -0.211  -1.139
H  -0.438  -0.291  0.074

Summary:
Orbital gap (spin up / spin down) (eV): 11.2 / 5.4
Energy above the lowest of the compared OMol25 structures with the same formula, charge and spin (kcal per mole): 129.49
Spin multiplicity: 1
Charge: 0

***

# 7
Formula: C2H2F3NO
Source: the Open Molecules 2025 dataset
Level of theory: wB97M-V/def2-TZVPD

Element x y z (Å)
H  0.575  0.117  -1.516
C  -0.769  0.355  0.400
O  1.867  0.555  0.700
N  1.504  -0.465  0.204
F  -1.738  0.943  -0.380
F  -1.382  -0.618  1.157
H  -0.129  1.104  0.887
F  -0.170  -1.616  -0.950
C  0.243  -0.374  -0.502

Summary:
⟨S²⟩: 2.007
Orbital gap (spin up / spin down) (eV): 10.2 / 11.0
Energy above the lowest of the compared OMol25 structures with the same formula, charge and spin (kcal per mole): 1.74
Spin multiplicity: 3
Charge: 0

***

# 8
Formula: C2H2F3NO2
Source: the Open Molecules 2025 dataset
Level of theory: wB97M-V/def2-TZVPD

Element x y z (Å)
C  0.103  0.599  1.848
O  1.154  1.110  1.870
C  -0.731  -0.194  3.953
F  -1.989  0.251  3.966
H  -0.649  -0.715  -0.733
H  -0.944  0.877  -0.705
F  -0.692  -1.530  3.807
N  -0.450  0.210  -0.251
F  0.050  0.139  4.975
O  -0.848  0.221  1.154

Summary:
Orbital gap (spin up / spin down) (eV): 8.9 / 8.9
Energy above the lowest of the compared OMol25 structures with the same formula, charge and spin (kcal per mole): 120.19
Spin multiplicity: 1
Charge: 0

***

# 9
Formula: C2H2F3NO4SSc
Source: the Open Molecules 2025 dataset
Level of theory: wB97M-V/def2-TZVPD

Element x y z (Å)
C  -0.805  -1.376  2.110
S  0.030  -1.322  0.440
O  0.746  2.850  -1.037
Sc  1.340  0.997  -0.412
O  1.430  -0.870  0.784
N  -0.558  -0.137  -0.366
O  -0.118  -2.699  -0.037
C  0.514  2.309  -2.269
H  0.303  3.160  -2.961
F  -0.716  -0.198  2.710
H  -1.270  -0.055  -1.346
O  1.432  1.319  -2.438
F  -0.240  -2.297  2.878
F  -2.086  -1.681  1.944

Summary:
⟨S²⟩: 0.757
Orbital gap (spin up / spin down) (eV): 5.5 / 9.1
Spin multiplicity: 2
Charge: 0

***

# 10
Formula: C2H2F3O3S
Source: the Open Molecules 2025 dataset
Level of theory: wB97M-V/def2-TZVPD

Element x y z (Å)
H  0.142  1.813  -0.827
F  -1.891  -1.740  -0.190
H  1.851  1.156  -0.219
F  -1.660  -0.214  -1.761
C  -1.353  -0.504  -0.510
O  1.113  -0.458  2.359
O  2.045  1.033  0.702
C  0.186  -0.650  -0.190
F  -2.086  0.364  0.205
S  0.654  0.439  1.297
O  0.999  -1.239  -0.865

Summary:
Orbital gap (spin up / spin down) (eV): 6.9 / 6.9
Energy above the lowest of the compared OMol25 structures with the same formula, charge and spin (kcal per mole): 36.07
Spin multiplicity: 1
Charge: -1

***

# 11
Formula: C2H2FI
Source: the Open Molecules 2025 dataset
Level of theory: wB97M-V/def2-TZVPD

Element x y z (Å)
I  -2.269  -3.108  1.022
H  -0.052  0.833  0.700
H  -0.917  -0.123  -0.397
C  -2.498  -1.148  1.557
C  -0.062  -0.274  0.312
F  -2.313  -0.883  2.777

Summary:
Orbital gap (spin up / spin down) (eV): 7.7 / 7.7
Energy above the lowest of the compared OMol25 structures with the same formula, charge and spin (kcal per mole): 153.39
Spin multiplicity: 1
Charge: 0

***

# 12
Formula: C2H2FIO3
Source: the Open Molecules 2025 dataset
Level of theory: wB97M-V/def2-TZVPD

Element x y z (Å)
C  0.866  1.311  0.072
H  -0.366  -1.011  1.121
O  1.819  0.685  0.362
C  -0.578  -0.516  0.119
H  0.575  -1.878  -0.758
F  0.869  2.642  -0.014
O  -0.415  0.890  -0.054
O  -0.080  -1.253  -0.947
I  -2.690  -0.870  0.099

Summary:
Orbital gap (eV): 10.2
Energy above the lowest of the compared OMol25 structures with the same formula, charge and spin (kcal per mole): 8.45
Spin multiplicity: 1
Charge: 0